{
  "formula": "C2H4N2OS",
  "method": "wB97M-V/def2-TZVPD",
  "total_energy_ev": -17999.5877,
  "relative_energy_kj_mol": 296.4,
  "e_homo_ev": -8.323,
  "homo_lumo_gap_ev": 9.00,
  "symbols": ["C", "C", "N", "N", "O", "S", "H", "H", "H", "H"],
  "positions_angstrom": [[2.437, -1.162, 0.094], [-1.152, 0.227, -0.242], [2.065, -0.687, -0.934], [-1.021, 0.467, 1.021], [2.541, -1.605, 1.172], [-2.137, -1.138, -0.405], [-2.723, -0.861, -1.721], [2.254, -0.580, -1.909], [-0.465, 1.281, 1.377], [-1.494, 0.036, 1.784]],
  "atomic_forces_ev_per_a": [[-1.0, -0.3, 0.0], [0.0, 0.9, -1.0], [0.1, 0.3, -0.2], [1.9, 2.4, 1.8], [0.6, 0.1, 0.0], [-2.1, -0.8, -2.4], [1.3, -0.5, 2.1], [0.2, -0.1, 0.2], [-0.6, -1.1, -1.0], [-0.6, -0.9, 0.5]],
  "mulliken_charge": [0.529, -0.124, -0.330, -0.222, -0.442, -0.246, 0.167, 0.247, 0.248, 0.172]
}

{
  "formula": "C5H32N2O10",
  "method": "wB97M-V/def2-TZVPD",
  "total_energy_ev": -29158.0344,
  "relative_energy_kj_mol": 371.3,
  "e_homo_ev": -9.623,
  "homo_lumo_gap_ev": 9.85,
  "smiles": "C=NCC[C@@H](C)N.O.O.O.O.O.O.O.O.O.O",
  "symbols": ["C", "N", "C", "C", "C", "C", "N", "H", "H", "H", "H", "H", "H", "H", "H", "H", "H", "H", "H", "O", "H", "H", "O", "H", "H", "O", "H", "H", "O", "H", "H", "O", "H", "H", "O", "H", "H", "O", "H", "H", "O", "H", "H", "O", "H", "H", "O", "H", "H"],
  "positions_angstrom": [[-1.083, 1.650, -3.885], [-0.720, 1.170, -2.767], [0.425, 1.562, -2.032], [1.019, 0.221, -1.430], [0.726, 0.080, 0.060], [1.775, -0.960, 0.649], [0.942, 1.433, 0.618], [-0.767, 2.529, -4.474], [-1.948, 1.161, -4.315], [0.061, 2.270, -1.198], [1.182, 2.076, -2.585], [2.158, 0.397, -1.578], [0.606, -0.579, -2.078], [-0.374, -0.103, 0.289], [1.926, -1.001, 1.748], [2.682, -0.766, 0.114], [1.463, -2.038, 0.423], [1.878, 1.819, 0.548], [0.629, 1.464, 1.583], [0.712, -3.290, -1.922], [-0.079, -2.781, -2.101], [0.565, -4.155, -2.245], [-0.966, -2.512, 1.537], [-1.750, -2.181, 1.981], [-0.682, -1.888, 0.899], [-0.331, 1.212, 3.741], [0.406, 1.086, 4.326], [-1.090, 0.770, 4.116], [-0.174, 4.549, -0.047], [-0.122, 3.637, 0.276], [-0.155, 4.369, -0.983], [-2.166, -0.106, 2.208], [-1.888, 0.363, 1.394], [-2.995, 0.299, 2.413], [3.915, 2.770, -0.294], [4.232, 3.082, 0.553], [3.227, 3.379, -0.611], [-2.232, 0.886, -0.113], [-2.161, 0.471, -0.981], [-1.558, 1.563, -0.181], [0.515, -1.483, 4.260], [-0.289, -1.110, 3.839], [0.850, -1.970, 3.481], [-0.070, -4.658, 0.267], [0.720, -4.086, 0.221], [-0.769, -4.138, 0.656], [-1.856, -1.718, -2.650], [-1.237, -0.960, -2.778], [-2.138, -2.040, -3.502]],
  "atomic_forces_ev_per_a": [[-0.8, -0.2, 0.3], [-0.8, 0.0, -1.7], [-0.6, -0.1, 2.0], [0.9, 1.9, -1.0], [1.0, 0.2, 1.1], [-2.1, -1.6, 0.0], [-0.9, 0.2, 0.9], [0.8, -0.3, 0.6], [-0.2, 0.0, -0.2], [0.8, -1.3, -1.2], [0.4, 0.5, -0.7], [-1.8, -1.0, 0.3], [0.9, 0.2, 0.6], [1.7, -0.4, -0.5], [-0.2, 0.8, -0.6], [0.8, 0.0, 0.1], [0.4, 1.4, -0.2], [0.2, -0.5, -0.1], [0.2, -0.1, 0.1], [1.1, 1.7, 0.1], [-0.6, -0.1, -0.1], [-0.5, -1.3, -0.3], [-0.1, -1.5, 1.2], [-0.1, 0.6, -0.2], [0.1, 1.1, -0.8], [0.0, 0.8, -0.7], [0.4, -0.3, 0.6], [-0.1, -0.1, 0.0], [0.0, -0.5, 0.2], [0.2, 0.1, 0.6], [0.0, 0.4, -0.7], [0.7, -0.5, 0.4], [-0.4, -0.5, 0.4], [-0.9, 0.3, 0.2], [-0.5, -0.2, -0.5], [-0.1, 0.3, 0.2], [0.5, -0.1, 0.4], [-0.2, 0.4, -0.7], [-0.2, -0.3, -0.2], [0.2, 0.6, 0.1], [-0.5, -0.1, -1.2], [0.5, -0.1, 0.5], [0.0, 0.0, 0.7], [1.0, -1.0, -0.3], [-0.9, -0.3, 0.0], [-0.1, 0.5, 0.4], [0.8, 0.6, 0.7], [-0.8, -0.4, -0.3], [0.0, 0.0, -0.5]],
  "mulliken_charge": [-0.448, -0.317, 0.300, -0.942, 1.981, -0.950, -0.210, 0.258, 0.249, -1.101, 0.829, 0.382, 0.065, -1.183, 0.216, 0.497, -0.032, 0.116, 0.215, -0.593, 0.396, 0.274, -0.731, 0.324, 0.266, -0.582, 0.313, 0.272, -0.668, 0.378, 0.341, -0.586, 0.407, 0.257, -0.654, 0.312, 0.322, -0.727, 0.338, 0.449, -0.662, 0.344, 0.315, -0.670, 0.328, 0.335, -0.656, 0.358, 0.275]
}

{
  "formula": "C32H60N2NiOP3",
  "method": "wB97M-V/def2-TZVPD",
  "total_energy_ev": -108089.3380,
  "spin_multiplicity": 3,
  "e_homo_ev": [-10.217, -10.461],
  "homo_lumo_gap_ev": [7.92, 6.39],
  "total_charge": 1,
  "symbols": ["C", "C", "C", "C", "C", "H", "H", "H", "N", "P", "P", "C", "H", "H", "C", "O", "C", "H", "C", "C", "C", "C", "C", "H", "H", "H", "C", "H", "H", "H", "C", "H", "H", "H", "C", "H", "H", "H", "C", "H", "H", "H", "C", "H", "H", "H", "C", "H", "H", "H", "C", "H", "H", "H", "C", "H", "H", "H", "C", "H", "H", "H", "C", "H", "H", "H", "C", "H", "H", "H", "Ni", "N", "C", "C", "C", "C", "C", "H", "H", "H", "H", "H", "H", "H", "H", "H", "C", "P", "C", "C", "H", "H", "H", "H", "H", "H", "H", "H", "H"],
  "positions_angstrom": [[2.455, -1.277, -1.618], [1.425, 0.576, -2.602], [3.424, -1.303, -2.620], [2.295, 0.540, -3.691], [3.325, -0.408, -3.686], [4.202, -2.066, -2.572], [2.155, 1.246, -4.514], [4.023, -0.446, -4.520], [1.562, -0.287, -1.580], [0.589, -2.383, 0.127], [0.002, 2.278, -0.780], [2.316, -2.354, -0.547], [2.572, -3.341, -0.960], [3.016, -2.153, 0.278], [-1.377, -0.408, 1.278], [-2.476, -0.440, 1.665], [0.238, 1.506, -2.515], [0.316, 2.283, -3.280], [-1.620, 3.309, -0.933], [1.456, 3.528, -0.691], [-0.382, -3.447, -1.117], [0.769, -3.377, 1.736], [-2.759, 2.468, -0.338], [-2.573, 2.235, 0.718], [-3.693, 3.051, -0.404], [-2.903, 1.522, -0.872], [-1.565, 4.607, -0.116], [-1.347, 4.412, 0.942], [-0.852, 5.336, -0.516], [-2.559, 5.078, -0.162], [-1.948, 3.648, -2.389], [-2.873, 4.250, -2.408], [-1.164, 4.242, -2.875], [-2.146, 2.743, -2.978], [1.399, 4.273, 0.663], [0.896, 3.670, 1.437], [2.421, 4.476, 1.013], [0.885, 5.237, 0.592], [2.762, 2.720, -0.738], [2.741, 1.866, -0.044], [2.977, 2.352, -1.749], [3.593, 3.378, -0.435], [1.414, 4.527, -1.867], [0.822, 4.186, -2.726], [1.035, 5.509, -1.552], [2.438, 4.688, -2.236], [-0.652, -3.572, 2.288], [-0.585, -3.968, 3.314], [-1.190, -2.615, 2.343], [-1.254, -4.272, 1.697], [1.565, -2.542, 2.739], [2.635, -2.502, 2.501], [1.179, -1.521, 2.819], [1.465, -2.999, 3.737], [1.518, -4.720, 1.607], [2.398, -4.648, 0.956], [1.882, -5.009, 2.605], [0.893, -5.549, 1.260], [0.029, -3.053, -2.536], [1.069, -3.305, -2.778], [-0.620, -3.574, -3.256], [-0.107, -1.976, -2.690], [-1.877, -3.113, -0.934], [-2.131, -2.174, -1.454], [-2.475, -3.933, -1.366], [-2.167, -2.998, 0.119], [-0.144, -4.958, -0.969], [0.923, -5.217, -1.002], [-0.596, -5.373, -0.061], [-0.624, -5.467, -1.819], [-0.238, -0.275, -0.121], [-1.360, -0.078, -1.651], [-1.051, 0.552, -2.695], [-1.766, 0.433, -4.103], [-1.270, 1.464, -5.116], [-1.453, -0.942, -4.685], [-3.293, 0.562, -3.900], [-1.476, 2.497, -4.816], [-0.196, 1.348, -5.307], [-1.793, 1.301, -6.069], [-1.836, -1.736, -4.034], [-1.942, -1.054, -5.664], [-0.373, -1.073, -4.836], [-3.722, 1.276, -4.619], [-3.767, -0.413, -4.070], [-3.554, 0.889, -2.886], [0.310, 0.640, 3.771], [1.276, 1.537, 2.490], [2.077, 2.751, 3.623], [2.766, 0.462, 2.248], [-0.375, 1.373, 4.216], [0.976, 0.231, 4.547], [-0.304, -0.148, 3.308], [2.474, 2.222, 4.502], [2.907, 3.258, 3.106], [1.343, 3.505, 3.936], [2.942, -0.144, 3.149], [2.579, -0.212, 1.398], [3.670, 1.053, 2.034]],
  "atomic_forces_ev_per_a": [[0.1, 0.3, 0.1], [0.3, 0.0, 0.3], [0.0, -0.3, -0.2], [0.0, -0.2, 0.1], [-0.3, 0.3, 0.3], [-0.2, 0.2, -0.2], [0.1, -0.3, 0.2], [-0.1, 0.0, 0.2], [-1.0, -0.1, -0.2], [0.4, -1.6, -0.3], [0.1, -0.2, -0.6], [0.2, 0.2, -0.2], [0.0, 0.3, 0.1], [-0.2, -0.1, -0.1], [-5.5, 0.8, 1.5], [3.8, -0.2, -0.8], [-0.8, -0.1, -0.1], [-0.1, -0.3, 0.0], [0.2, -0.3, 0.0], [-0.6, -0.2, 0.1], [0.2, -0.1, 0.2], [-0.1, -0.1, -0.3], [-0.2, -0.1, -0.1], [0.0, 0.1, -0.2], [0.3, -0.2, 0.1], [0.0, 0.2, 0.2], [0.0, 0.1, 0.0], [0.0, 0.1, -0.2], [-0.2, -0.2, 0.1], [0.2, -0.2, 0.0], [-0.3, 0.1, -0.1], [0.2, -0.2, 0.0], [-0.2, -0.2, 0.1], [0.1, 0.4, 0.2], [-0.1, 0.1, 0.3], [0.3, 0.5, -0.4], [-0.2, 0.0, -0.1], [0.2, -0.3, 0.0], [0.2, -0.1, 0.0], [0.0, 0.2, -0.2], [0.0, 0.0, 0.3], [-0.2, -0.2, -0.2], [0.4, 0.2, -0.1], [0.2, 0.1, 0.2], [0.0, -0.3, -0.2], [-0.2, 0.0, 0.1], [0.0, -0.1, 0.3], [0.0, 0.1, -0.3], [0.1, -0.3, 0.1], [0.2, 0.2, 0.1], [-0.1, 0.4, 0.2], [-0.2, 0.0, 0.0], [0.1, -0.3, -0.1], [0.1, 0.1, -0.3], [0.0, -0.2, 0.2], [-0.2, 0.0, 0.1], [-0.1, 0.1, -0.2], [0.2, 0.3, 0.1], [0.0, 0.4, -0.2], [-0.2, -0.1, 0.1], [0.2, 0.1, 0.2], [0.1, -0.4, 0.0], [-0.2, 0.0, -0.2], [0.1, -0.5, 0.3], [0.1, 0.3, 0.1], [0.0, -0.1, -0.3], [-0.1, -0.1, -0.1], [-0.3, 0.0, 0.0], [0.2, 0.1, -0.2], [0.1, 0.2, 0.2], [2.2, 1.0, -1.0], [-0.6, -0.1, -1.2], [1.0, 0.9, 0.3], [0.1, 0.1, 0.7], [0.1, 0.2, -0.1], [0.0, -0.4, -0.1], [-0.2, 0.0, 0.0], [0.1, -0.2, -0.1], [-0.2, 0.1, 0.0], [0.1, 0.0, 0.2], [0.1, 0.2, -0.1], [0.1, 0.1, 0.2], [-0.2, -0.1, 0.1], [0.1, -0.2, 0.2], [0.0, 0.3, 0.1], [0.0, -0.1, -0.3], [0.0, -0.1, 0.0], [0.5, 0.0, 0.4], [0.1, 0.1, 0.0], [-0.1, -0.4, 0.0], [0.1, -0.2, 0.0], [-0.4, 0.0, -0.1], [0.3, 0.2, 0.5], [-0.1, 0.3, -0.1], [-0.3, -0.1, 0.2], [0.2, -0.1, 0.0], [0.1, 0.2, -0.3], [0.2, 0.1, 0.3], [-0.4, -0.1, 0.0]],
  "mulliken_spin": [-0.015, -0.025, 0.006, 0.009, 0.001, 0.000, 0.000, 0.000, 0.119, -0.011, 0.039, 0.020, 0.004, 0.004, 0.026, 0.020, -0.024, 0.000, 0.023, 0.049, 0.014, 0.028, 0.002, -0.002, 0.001, -0.002, 0.004, -0.001, 0.000, 0.001, 0.012, 0.000, -0.001, -0.005, 0.006, -0.004, 0.000, 0.001, 0.011, -0.005, 0.000, 0.000, 0.003, -0.001, 0.001, -0.002, -0.001, 0.000, 0.001, 0.000, 0.011, 0.001, -0.007, 0.000, -0.002, -0.001, 0.001, 0.000, -0.003, 0.000, 0.000, 0.006, -0.010, 0.015, -0.001, -0.003, 0.003, 0.000, 0.000, 0.000, 1.215, 0.457, -0.070, 0.055, 0.000, -0.003, 0.008, 0.000, 0.000, 0.001, -0.009, 0.001, 0.001, 0.000, 0.002, -0.004, 0.013, 0.019, 0.003, -0.004, 0.001, 0.002, -0.005, 0.001, 0.000, 0.000, 0.001, 0.002, 0.000]
}

{
  "formula": "C5H8O4S",
  "method": "wB97M-V/def2-TZVPD",
  "total_energy_ev": -24337.1042,
  "relative_energy_kj_mol": 125.3,
  "e_homo_ev": -9.559,
  "homo_lumo_gap_ev": 10.10,
  "symbols": ["C", "C", "C", "C", "C", "O", "O", "O", "O", "S", "H", "H", "H", "H", "H", "H", "H", "H"],
  "positions_angstrom": [[0.592, -0.136, 0.757], [-0.406, -1.075, 1.410], [0.506, 0.015, -0.841], [1.280, 1.213, -1.348], [-0.159, -0.872, -1.587], [1.368, 0.550, 1.340], [-1.727, 0.877, 3.209], [-1.047, 1.660, 0.934], [-1.747, -0.721, 1.373], [-2.089, 0.852, 1.548], [-0.272, -1.997, 0.788], [-0.104, -1.218, 2.498], [0.958, 1.478, -2.296], [2.221, 0.972, -1.544], [1.225, 1.935, -0.523], [-0.378, -1.934, -1.199], [-0.161, -0.962, -2.715], [-1.705, 1.747, 3.554]],
  "atomic_forces_ev_per_a": [[-0.8, 0.9, -3.0], [2.3, -1.7, 1.2], [0.2, -0.6, 1.1], [-3.8, -0.2, 2.8], [0.9, -2.7, -0.7], [1.1, -0.3, 0.9], [-0.3, -2.1, -1.7], [-1.1, -0.3, 0.2], [-1.1, 1.1, -0.5], [0.4, 0.6, 1.2], [-0.5, 0.4, 1.0], [-0.2, 0.0, -1.5], [-1.3, 1.2, -1.6], [4.4, -1.3, -0.1], [0.1, 0.4, -0.9], [-0.3, 2.0, -0.1], [0.0, 1.0, 1.3], [0.1, 1.7, 0.3]],
  "mulliken_charge": [0.506, -0.681, 1.065, -1.594, -0.874, -0.550, -0.483, -0.435, -0.205, 0.611, 0.444, 0.238, 0.463, 0.417, 0.312, 0.126, 0.314, 0.326]
}

{
  "formula": "C4H5NO2S",
  "method": "wB97M-V/def2-TZVPD",
  "total_energy_ev": -20646.5802,
  "relative_energy_kj_mol": 347.3,
  "e_homo_ev": -8.607,
  "homo_lumo_gap_ev": 9.23,
  "smiles": "Cc1csn(O)c1=O",
  "symbols": ["C", "C", "C", "S", "N", "O", "C", "O", "H", "H", "H", "H", "H"],
  "positions_angstrom": [[1.192, 0.086, 0.142], [-0.343, -0.266, 0.023], [-0.971, -1.446, -0.086], [-2.687, -1.356, -0.126], [-2.566, 0.279, 0.273], [-3.746, 1.012, 0.284], [-1.337, 0.887, -0.033], [-1.095, 2.022, -0.385], [1.378, 1.088, 0.357], [1.637, -0.154, -0.739], [1.617, -0.506, 0.848], [-0.411, -2.373, 0.044], [-3.761, 1.789, -0.298]],
  "atomic_forces_ev_per_a": [[-4.3, -0.5, -0.3], [0.5, 2.0, 0.1], [1.4, 0.0, 0.5], [-0.2, -0.6, 0.1], [0.2, 2.5, -0.4], [-0.6, -0.5, 0.5], [1.1, -1.9, -0.6], [-0.9, 0.0, 0.8], [-0.1, 1.7, 0.4], [1.3, -0.5, -2.7], [1.2, -1.7, 2.3], [-0.6, -0.1, -0.4], [1.0, -0.4, -0.4]],
  "mulliken_charge": [-1.422, 0.341, -0.311, -0.047, 0.184, -0.455, 0.452, -0.618, 0.359, 0.364, 0.432, 0.373, 0.348]
}

{
  "formula": "C9H9O2",
  "method": "wB97M-V/def2-TZVPD",
  "total_energy_ev": -13564.5362,
  "relative_energy_kj_mol": 0.0,
  "e_homo_ev": -13.874,
  "homo_lumo_gap_ev": 8.25,
  "total_charge": 1,
  "symbols": ["C", "C", "C", "C", "C", "C", "C", "C", "C", "O", "O", "H", "H", "H", "H", "H", "H", "H", "H", "H"],
  "positions_angstrom": [[-0.771, 0.029, -1.947], [-0.062, 1.074, -2.435], [1.043, 1.479, -0.268], [-1.293, -1.186, 0.246], [-0.819, -0.153, -0.499], [0.817, 1.858, -1.596], [0.092, 0.637, 0.318], [-0.821, -0.773, 1.865], [-0.002, -2.032, 2.272], [0.071, 0.284, 1.645], [1.629, 2.769, -2.108], [-1.264, -0.720, -2.453], [0.017, 1.296, -3.396], [1.794, 1.807, 0.481], [-1.828, -2.058, -0.080], [-1.583, -0.420, 2.421], [0.504, -2.641, 1.493], [-0.795, -2.607, 2.715], [0.792, -1.612, 3.015], [2.476, 2.971, -1.689]],
  "atomic_forces_ev_per_a": [[1.0, 1.6, 2.4], [-0.2, -0.5, 3.4], [-1.2, -0.4, 2.3], [0.5, 2.9, 2.8], [0.9, -0.6, 0.1], [2.1, -0.7, 2.0], [0.2, -0.8, 0.6], [2.8, -3.7, -6.4], [0.6, 1.8, 1.6], [0.5, 1.8, -2.7], [-1.1, -0.2, -1.8], [-1.0, -1.0, -1.8], [0.1, 0.7, -4.3], [-0.3, 0.4, -1.2], [-0.2, -0.2, 0.1], [-2.6, 0.5, 2.2], [-0.5, 0.9, 0.2], [0.3, -0.9, 0.8], [-1.5, -1.3, -1.0], [-0.4, -0.2, 0.6]],
  "mulliken_charge": [-0.754, -0.657, -0.530, -0.623, 0.774, 0.694, 0.224, 0.065, -1.138, -0.410, -0.465, 0.497, 0.583, 0.324, 0.449, 0.572, 0.326, 0.378, 0.325, 0.366]
}

{
  "formula": "C4H7ClS",
  "method": "wB97M-V/def2-TZVPD",
  "total_energy_ev": -27618.1055,
  "relative_energy_kj_mol": 58.3,
  "e_homo_ev": -8.759,
  "homo_lumo_gap_ev": 9.64,
  "smiles": "CS/C=C/CCl",
  "symbols": ["C", "S", "C", "C", "C", "Cl", "H", "H", "H", "H", "H", "H", "H"],
  "positions_angstrom": [[2.855, 0.901, 0.631], [2.239, -0.421, -0.452], [0.534, 0.045, -0.341], [-0.403, -0.730, 0.184], [-1.808, -0.725, 0.592], [-2.815, 0.528, -0.217], [3.921, 0.829, 0.604], [2.543, 1.866, 0.219], [2.485, 0.805, 1.641], [0.240, 1.075, -0.635], [0.063, -1.553, 0.733], [-1.931, -0.590, 1.674], [-2.361, -1.619, 0.283]],
  "atomic_forces_ev_per_a": [[-0.5, 0.2, -0.7], [-0.5, 0.3, 0.3], [-1.3, 1.5, -0.3], [1.9, -1.5, 1.7], [-1.6, 0.7, -0.8], [0.0, 0.5, 0.1], [0.7, 0.1, 0.1], [0.1, -0.1, 0.1], [-0.1, -0.2, 0.2], [0.4, -0.7, -0.3], [-0.1, -0.6, -0.5], [0.2, 0.0, -0.3], [0.7, -0.1, 0.3]],
  "mulliken_charge": [-0.774, -0.074, -0.327, -0.183, -0.371, -0.221, 0.299, 0.260, 0.280, 0.289, 0.263, 0.279, 0.279]
}

{
  "formula": "C3H8N2O",
  "method": "wB97M-V/def2-TZVPD",
  "total_energy_ev": -8268.9147,
  "relative_energy_kj_mol": 39.7,
  "e_homo_ev": -9.061,
  "homo_lumo_gap_ev": 9.88,
  "smiles": "CN(C)C(N)=O",
  "symbols": ["C", "N", "C", "C", "N", "O", "H", "H", "H", "H", "H", "H", "H", "H"],
  "positions_angstrom": [[-0.944, -0.605, 0.845], [-0.202, 0.109, -0.161], [-0.915, 1.191, -0.800], [1.079, -0.183, -0.548], [1.801, -0.942, 0.365], [1.553, 0.164, -1.619], [-0.335, -1.339, 1.371], [-1.362, 0.087, 1.584], [-1.751, -1.137, 0.333], [-0.600, 1.282, -1.839], [-1.989, 0.982, -0.759], [-0.727, 2.132, -0.262], [2.785, -0.940, 0.146], [1.607, -0.803, 1.344]],
  "atomic_forces_ev_per_a": [[0.0, -0.1, 0.1], [0.3, 0.1, 0.0], [-0.1, 0.1, -0.1], [-0.1, 0.0, -0.1], [0.2, 0.0, 0.0], [0.0, 0.1, 0.4], [-0.1, 0.0, -0.1], [0.0, -0.1, -0.1], [-0.2, -0.1, 0.3], [0.0, 0.1, 0.1], [0.2, 0.0, -0.1], [-0.1, -0.1, -0.2], [0.0, -0.1, -0.1], [0.0, 0.0, -0.1]],
  "mulliken_charge": [-0.958, 0.056, -1.009, 0.611, -0.499, -0.641, 0.393, 0.305, 0.311, 0.348, 0.332, 0.282, 0.270, 0.198]
}